Computed, not measured: a molecular structure, C31H40AsAuN2O2PSSi, with ωB97M-V with the def2-TZVPD basis set.

Calculated values
- F_max: 0.471 eV/Å
- Relative energy (zero: lowest compared OMol25 entry of this formula, charge and spin): 28.4 kcal per mole
- Kohn-Sham gap: 6.06 eV
- DFT total energy: -4865.61918 hartree

Geometry as ORCA input:
```
! wB97M-V def2-TZVPD RIJCOSX def2/J DEFGRID3
* xyz 1 1
Au 0.327 0.652 0.299
O 4.693 -0.282 -1.550
C 3.599 -0.648 -1.192
O 2.435 -0.161 -1.559
C 3.248 -1.734 -0.187
P 1.444 -1.416 -0.206
C 1.006 -2.219 1.398
C 1.411 -1.508 2.531
C 1.249 -2.024 3.804
C 0.663 -3.271 3.970
C 0.267 -3.994 2.858
C 0.448 -3.481 1.579
C 0.744 -2.414 -1.541
C 1.463 -2.590 -2.726
C 0.987 -3.437 -3.713
C -0.207 -4.121 -3.532
C -0.932 -3.940 -2.365
C -0.469 -3.082 -1.378
H 3.721 -1.635 0.787
H 3.446 -2.745 -0.548
H 1.851 -0.521 2.423
H 1.571 -1.452 4.665
H 0.522 -3.678 4.963
H -0.183 -4.971 2.979
H 0.163 -4.091 0.735
H 2.387 -2.060 -2.898
H 1.555 -3.563 -4.625
H -0.571 -4.791 -4.299
H -1.866 -4.468 -2.223
H -1.059 -2.924 -0.488
S -0.998 2.589 1.163
C -0.774 3.864 0.059
N -1.228 5.090 0.427
C -1.158 6.204 -0.341
C -0.591 6.145 -1.575
C -0.107 4.902 -2.018
C -0.201 3.786 -1.227
H -1.653 5.156 1.344
H -1.574 7.102 0.091
H -0.532 7.030 -2.189
H 0.334 4.819 -3.003
H 0.138 2.823 -1.581
C -1.115 0.235 -2.755
Si -2.346 -0.071 -1.364
C -3.546 -1.389 -1.938
C -3.448 1.431 -1.137
N -1.434 -0.399 0.112
C -1.982 -0.933 1.282
C -1.585 -0.498 2.555
C -2.132 -1.036 3.708
C -3.104 -2.022 3.638
C -3.502 -2.473 2.389
C -2.945 -1.953 1.231
H -1.526 0.982 -3.442
H -0.950 -0.680 -3.328
H -0.123 0.578 -2.444
H -3.810 -1.146 -2.973
H -4.467 -1.364 -1.353
H -3.157 -2.403 -1.934
H -4.151 1.518 -1.970
H -2.893 2.364 -1.076
H -4.030 1.330 -0.217
H -0.818 0.263 2.649
H -1.794 -0.675 4.672
H -3.535 -2.437 4.539
H -4.249 -3.254 2.307
H -3.257 -2.349 0.276
C 2.207 3.646 1.483
As 2.376 2.027 0.424
C 3.130 2.763 -1.199
C 3.842 1.215 1.399
H 3.212 4.038 1.639
H 1.741 3.428 2.441
H 1.618 4.391 0.952
H 2.724 3.764 -1.337
H 2.907 2.122 -2.044
H 4.209 2.817 -1.068
H 3.734 1.494 2.446
H 4.786 1.595 1.013
H 3.843 0.136 1.316
*
```